Record 1
Here is a 2-piece molecular cluster, C5H11IN overall from the OMol25 dataset. Energies are from ωB97M-V/def2-TZVPD.

The geometry in XYZ format:
```
18
Properties=species:S:1:pos:R:3:forces:R:3
C -1.442 -2.915 -2.809 -0.15 -0.84 0.05
C 0.086 1.989 -0.467 -0.95 0.23 1.44
C -0.463 0.902 0.059 1.17 0.86 -0.89
C -0.948 -2.289 -1.767 0.89 0.31 0.16
C 0.533 2.220 -1.867 -1.43 1.20 -0.35
N -0.705 0.891 1.516 -1.56 0.48 0.80
I 1.199 -2.330 -1.455 -1.21 0.15 0.13
H -2.501 -2.937 -3.004 -0.29 0.23 0.05
H -0.861 -3.594 -3.416 0.22 0.28 -0.21
H 0.015 2.746 0.315 1.00 0.94 -0.62
H -0.615 0.053 -0.558 -0.34 -1.18 0.38
H -1.571 -1.714 -1.074 0.47 -0.21 -0.20
H 1.608 2.505 -1.927 -0.98 -0.24 -0.18
H -0.177 2.956 -2.387 1.39 -0.22 1.05
H 0.229 1.362 -2.429 0.76 -1.02 -0.43
H -0.246 0.108 2.003 -0.33 -0.07 -0.34
H -1.766 0.882 1.735 2.06 -0.09 -0.16
H -0.276 1.745 1.965 -0.70 -0.81 -0.67
```
Positions in Å, forces in eV/Å.

Summary:
- molecular weight (Da) = 212.05
- charge = +1
- Kohn-Sham gap (eV) = 8.337
- relative energy (zero: lowest compared OMol25 entry of this formula, charge and spin) (kJ/mol) = 207.3

Atomic partial charges in e from the Löwdin method, atoms 1 to 2:
1. C -0.1258
2. C -0.1237

***

Record 2
Here is an isolated ion of composition C5H11IN2S and charge +2 from the OMol25 dataset. Energies are from ωB97M-V/def2-TZVPD.

The geometry in XYZ format:
```
20
Properties=species:S:1:pos:R:3:forces:R:3
C 0.157 -0.133 -1.722 1.04 -1.23 -0.43
C -0.142 -1.511 -1.629 -1.12 -0.94 -0.65
C 0.141 0.778 -0.699 0.07 -0.98 -0.35
C 0.721 -1.222 0.923 -1.07 -0.68 0.87
C -1.010 1.193 0.152 -0.78 0.23 2.00
N 1.829 -1.846 1.799 0.86 -0.25 -0.01
N -1.432 2.596 -0.361 -1.20 -1.59 0.51
S -0.001 -2.428 -0.214 1.18 1.94 0.78
I -2.787 -0.063 0.311 0.58 0.61 -0.31
H 0.886 0.010 -2.567 -0.94 0.27 0.56
H -0.434 -2.179 -2.504 0.55 1.13 1.02
H 0.896 1.526 -0.828 0.37 0.75 0.18
H 0.122 -0.752 1.712 -0.61 -0.07 -0.97
H -0.805 1.436 1.214 0.46 -0.66 -0.60
H 2.021 -2.881 1.535 -0.19 1.90 1.12
H 1.807 -1.589 2.856 -0.53 -1.32 -1.99
H 2.634 -1.289 1.502 0.44 -0.60 -0.12
H -2.396 2.872 0.084 2.49 0.06 -0.65
H -0.560 3.177 -0.248 -1.67 0.18 -0.36
H -1.646 2.305 -1.316 0.07 1.24 -0.61
```
Positions in Å, forces in eV/Å.

Summary:
- molecular weight (Da) = 258.13
- charge = +2
- Kohn-Sham gap (alpha / beta) (eV) = 7.401 / 7.387
- relative energy (zero: lowest compared OMol25 entry of this formula, charge and spin) (kJ/mol) = 200.4

Atomic partial charges in e from the Löwdin method, atoms 1 to 2:
1. C -0.1771
2. C -0.3963

***

molecular weight of number 1 (C5H11IN)?
212.05 Da

***

The lowest molecular weight belongs to which entry?
C5H11IN